56
Properties=species:S:1:pos:R:3:forces:R:3 method="wB97M-V/def2-TZVPD" smiles="Cn1nccc1C(=O)N1CCC[C@H](N2CCN(c3cccc(C(F)(F)F)c3)CC2)C1" gap_ev=6.9309 largest_force_ha_per_bohr=0.3678 de_lowest_kj_mol=2309.9 total_energy_ev=-39826.4028
C 1.26520 3.43222 -2.67517 -2.431 -0.687 -2.160
N 2.28331 3.23310 -1.81004 4.432 1.522 0.794
N 3.51272 4.14450 -1.95853 -10.661 1.786 -7.684
C 4.22337 3.83486 -1.10073 10.295 -7.305 10.085
C 3.80414 2.48866 -0.46262 -5.216 3.327 -4.815
C 2.45242 2.14116 -0.99621 12.654 10.890 -1.819
C 1.49700 1.31596 -0.79940 -6.014 -10.058 4.002
O 0.34934 1.67800 -0.52991 0.601 -0.702 -0.501
N 1.92549 -0.16290 -0.63016 -5.312 8.022 1.957
C 3.16669 -0.56134 -1.05075 -4.010 -13.584 12.534
C 2.98923 -1.96041 -1.67836 -0.989 5.034 -2.844
C 1.49948 -1.83597 -2.30932 3.525 -5.503 4.010
C 0.66945 -2.00853 -1.05115 -5.075 -1.264 -0.261
N -0.90988 -2.07652 -1.62856 11.014 0.234 -1.504
C -1.64707 -2.93023 -0.96484 -9.948 7.523 -0.896
C -2.04943 -2.43072 0.33284 -10.339 3.558 -4.367
N -2.23762 -0.98584 0.30667 3.800 -0.356 5.511
C -2.17266 -0.23377 1.50968 -0.668 2.499 -4.308
C -1.92100 1.25123 1.52377 -0.803 -8.047 -1.764
C -2.17858 1.84211 2.60632 0.840 8.033 7.099
C -2.36946 1.51957 3.98870 -0.847 -14.448 -11.486
C -2.71402 -0.03325 3.93030 1.696 4.752 -3.016
C -2.97158 -0.77958 5.16973 2.835 1.509 1.107
F -2.99088 0.18338 6.27799 0.602 -2.679 -1.731
F -4.10370 -1.31313 5.11664 -3.746 -1.764 0.605
F -2.07986 -1.87979 5.38090 -0.893 2.436 0.310
C -2.82830 -0.77067 2.51029 1.612 4.446 8.200
C -2.31749 -0.47009 -0.85452 -5.599 7.102 -10.706
C -1.22750 -0.80922 -2.02521 -0.374 3.343 8.178
C 0.92112 -0.90118 0.17512 11.114 -4.915 -12.369
H 0.37463 3.30079 -2.04172 -0.269 -0.254 -0.977
H 1.28431 4.49128 -2.91341 -0.068 -0.187 -0.946
H 1.36396 2.63617 -3.53904 -0.803 1.933 1.056
H 5.45601 4.18276 -0.91353 -4.105 -0.519 -0.665
H 4.26689 1.93309 0.16415 3.284 -3.320 4.279
H 3.73360 -0.54395 0.06992 -0.086 -0.780 -2.797
H 3.50804 0.11728 -1.44304 6.951 11.836 -8.495
H 3.67417 -1.94935 -2.49221 0.815 -0.840 -0.629
H 3.07271 -2.74568 -1.04480 0.384 -2.314 1.871
H 1.61031 -2.77963 -2.88195 -1.527 0.992 -0.492
H 1.42853 -0.90660 -2.69179 -0.647 2.519 -2.091
H 0.69767 -2.97002 -0.51383 0.721 -0.168 -0.830
H -1.35436 -3.78297 -0.92757 3.800 -10.375 0.201
H -2.69099 -2.91352 -1.52665 1.731 -0.811 0.548
H -3.12835 -2.62206 0.67365 1.161 -1.617 -0.534
H -1.51091 -2.60142 1.02501 7.398 -2.657 9.113
H -1.73119 1.74267 0.67780 1.039 1.674 -3.052
H -1.94480 2.95685 2.58044 -0.571 -0.985 -0.457
H -2.49080 2.01940 4.73407 -1.013 6.001 8.445
H -2.98603 -1.72669 2.70643 -1.120 -4.276 -0.020
H -3.43470 -0.79153 -1.38470 2.148 0.508 1.017
H -2.53037 0.79885 -0.96159 0.752 -3.669 0.958
H -0.50186 0.04802 -1.68178 -0.648 -2.020 -1.549
H -1.47253 -0.84034 -2.97330 -1.959 1.038 -4.769
H 1.28545 -1.51022 0.77411 3.300 -4.427 6.662
H 0.18065 -0.46477 0.22185 -12.763 8.014 1.994